54
Properties=species:S:1:pos:R:3 method="wB97M-V/def2-TZVPD" charge=-1 fmax_ev_per_a=4.76 gap_ev="3.286 / 8.331" multiplicity=2 e_lumo_ev="1.958 / 2.206"
Rb -2.5915 -2.3452 1.7062
B -1.0280 0.5538 1.4077
F -0.6355 -0.5169 0.6196
F -2.3277 0.7622 1.0381
F -0.9875 0.1564 2.6940
F -0.1087 1.5801 1.2450
C -2.2013 0.9898 -3.1204
O -1.1567 0.7311 -2.2473
C 0.0440 1.2445 -2.8235
C 1.2315 1.0317 -1.8654
N 1.3277 -0.3009 -1.3738
C 2.4199 -0.4360 -0.2866
C 2.3976 -1.8403 0.2381
O 2.5199 -2.8826 -0.7374
C 2.4966 -4.1725 -0.0301
H -2.0127 0.5942 -4.1184
H -2.5566 2.0201 -3.1371
H -3.0251 0.3162 -2.8841
H 0.0394 2.3149 -3.0294
H 0.1794 0.6977 -3.7566
H 1.0556 1.6974 -1.0204
H 2.1192 1.4662 -2.3250
H 0.4958 -0.3059 -0.8010
H 2.1254 0.1555 0.5803
H 3.4022 -0.1823 -0.6852
H 1.4419 -1.9777 0.7439
H 3.1984 -1.9638 0.9672
H 3.2685 -4.3695 0.7138
H 2.6992 -4.9408 -0.7763
H 1.4857 -4.3929 0.3129
C -0.9226 -3.1716 -1.9367
O 0.2341 -3.1657 -2.3794
N -1.5644 -2.1485 -1.4884
N -1.7079 -4.2508 -1.7760
H -1.1976 -1.2089 -1.5409
H -2.5324 -2.3411 -1.2744
H -2.5418 -4.2634 -1.2063
H -1.2518 -5.0846 -2.1179
C -0.7704 4.5461 -0.9336
O -0.5508 5.5831 -1.5048
N 0.1359 3.7978 -0.3422
N -1.9640 3.9261 -0.9024
H -0.0182 2.9090 0.1121
H 1.0399 4.2461 -0.3855
H -2.8028 4.3700 -1.2481
H -1.9652 3.0677 -0.3702
C 0.7676 1.0654 5.5885
O 1.6489 1.2819 6.3735
N 0.4817 1.7753 4.5186
N -0.1038 0.1279 5.7985
H -0.2772 1.4547 3.9343
H 1.1535 2.4657 4.2149
H -0.6212 -0.2135 5.0011
H 0.0140 -0.4530 6.6163